# C18H21N4O4STi

C18H21N4O4STi as an isolated structure (the ωB97M-V functional and the def2-TZVPD basis, OMol25).

Summary:
HOMO level (alpha / beta) ... -10.682 / -10.473 eV
Lowest unoccupied orbital energy (alpha / beta) ... -0.121 / -0.120 hartree
Calculated total energy ... -2466.0845 Ha
Orbital gap (alpha / beta) ... 7.38 / 7.20 eV
Relative energy (zero: lowest compared OMol25 entry of this formula, charge and spin) ... 0.0854 eV
Total charge ... +1
Spin multiplicity ... 1

Cartesian coordinates (Å):
Ti 0.222986 -0.552133 0.392522
C 0.920891 0.889487 3.635486
C 0.548291 -0.285574 2.785128
C 1.574434 -1.033767 2.126815
C 1.281586 -2.302465 1.534620
C 2.391317 -3.192636 1.054109
C -0.047006 -2.654245 1.359481
C -1.095688 -1.761844 1.706915
C -2.532281 -2.132940 1.463640
C -0.764446 -0.635604 2.542956
H 1.658454 1.512385 3.129274
H 1.365054 0.537169 4.568178
H 0.052906 1.499169 3.879270
H 2.604819 -0.736529 2.266561
H 2.131891 -3.677600 0.114062
H 2.584577 -3.971354 1.793648
H 3.316503 -2.633934 0.917041
H -0.288583 -3.566314 0.826619
H -2.645222 -2.678659 0.527662
H -3.165226 -1.247513 1.415296
H -2.905919 -2.766298 2.270442
H -1.563194 -0.045864 2.976385
O -2.478002 0.825223 -4.686312
C -2.583721 1.743328 -3.732083
O -2.796868 2.901356 -3.963972
C -2.429473 1.288029 -2.314668
C -2.990398 1.949549 -1.241686
N -2.479882 1.400613 -0.127187
N -1.622286 0.414334 -0.399472
C -1.595668 0.325327 -1.726428
C -0.630450 -0.638124 -2.337487
O -0.628215 -0.834900 -3.535968
O 0.182366 -1.164900 -1.468820
H -1.993853 0.035555 -4.358562
H -3.687100 2.770406 -1.215385
H -2.666202 1.658782 0.827793
C 1.013149 2.287903 -3.176537
N 2.131176 1.585086 -2.552726
C 3.210748 1.075708 -3.253995
C 4.044155 0.510513 -2.359974
N 3.454474 0.682676 -1.123700
C 2.283426 1.335154 -1.242419
S 1.209361 1.752390 0.037420
H 1.382216 3.174963 -3.686056
H 0.314910 2.584603 -2.399684
H 0.525354 1.626866 -3.890976
H 3.280737 1.162836 -4.323170
H 4.987200 0.012815 -2.489595
H 3.838736 0.418606 -0.232428

Atomic forces in eV per Å
0.0 0.0 0.0
0.0 0.0 0.0
0.1 0.0 0.0
0.0 0.0 0.1
0.0 0.1 0.0
0.0 0.0 0.0
-0.1 0.0 0.0
0.0 0.0 0.1
0.0 0.0 0.0
0.0 0.0 0.0
0.0 0.0 0.0
0.0 0.0 0.0
0.0 0.0 0.0
0.0 0.0 0.0
0.0 0.0 0.0
0.0 0.0 0.0
0.0 0.0 0.0
0.0 0.0 0.0
0.0 0.0 0.0
0.0 0.0 0.0
0.0 0.0 0.0
0.0 0.0 0.0
0.2 0.0 0.0
0.0 0.0 0.0
-0.2 0.0 0.0
0.0 0.1 0.1
0.1 0.1 0.0
0.0 0.0 0.0
0.0 -0.1 -0.1
-0.1 0.0 -0.1
0.0 0.1 0.0
0.0 -0.1 0.0
0.0 0.0 -0.1
0.0 0.0 0.0
0.0 0.0 0.0
0.0 0.0 0.0
0.0 0.0 0.0
0.0 0.0 0.0
0.0 0.0 0.0
0.0 0.0 0.0
0.0 0.0 0.0
0.0 0.0 0.0
0.0 0.0 0.0
0.0 0.0 0.0
0.0 0.0 0.0
0.0 0.0 0.0
0.0 0.0 0.0
0.0 0.0 0.0
0.0 0.0 0.0